C14H49N17O10 | ωB97M-V/def2-TZVPD

Geometry as XYZ:
```
90
Properties=species:S:1:pos:R:3:lowdin_charge:R:1
C -0.224 -6.719 -0.773 -0.1020
O 0.414 -5.637 -0.116 -0.2335
C 0.362 -5.806 1.302 -0.2038
C 0.699 -4.481 1.947 -0.4238
C 2.094 -3.927 1.677 -0.0653
N 0.460 -4.530 3.443 0.0413
H -0.096 -6.640 -1.850 0.0873
H -1.303 -6.778 -0.580 0.0919
H 0.220 -7.659 -0.417 0.0902
H -0.644 -6.103 1.623 0.1301
H 1.073 -6.589 1.602 0.1348
H 0.018 -3.682 1.630 0.1296
H 2.859 -4.620 2.038 0.0861
H 2.184 -2.986 2.223 0.0822
H 2.239 -3.682 0.627 0.0477
H 1.417 -4.452 3.809 0.0597
H 0.324 -5.522 3.682 0.0618
N 0.985 3.688 -3.263 0.1592
C 1.212 5.053 -3.321 -0.6510
N 1.207 5.703 -2.104 0.1569
O 1.412 5.649 -4.385 -0.0053
H 0.992 3.274 -4.171 0.0866
H 0.581 3.305 -2.435 0.0577
H 0.937 5.203 -1.263 0.0435
H 1.340 6.692 -2.152 0.0966
N -0.046 -3.326 -1.897 0.1826
C 1.068 -3.006 -2.638 -0.6152
N 2.245 -3.624 -2.238 0.1546
O 1.039 -2.193 -3.571 -0.0097
H -0.912 -2.834 -2.072 0.0850
H 0.142 -3.663 -0.962 0.0667
H 2.986 -3.445 -2.894 0.1003
H 2.231 -4.441 -1.655 0.0767
N -0.118 6.457 1.640 0.1607
C -0.462 5.180 1.179 -0.5640
N -1.754 4.798 1.486 0.1688
O 0.317 4.554 0.430 -0.0240
H 0.881 6.552 1.699 0.1075
H -0.761 6.893 2.267 0.0869
H -2.261 5.395 2.105 0.0919
H -2.093 3.878 1.307 0.0680
N -2.903 2.180 3.112 0.1492
C -2.683 0.814 2.982 -0.6495
N -3.493 0.216 2.000 0.1379
O -1.927 0.148 3.677 0.0309
H -2.451 2.637 3.884 0.1107
H -3.437 2.606 2.387 0.0691
H -4.279 0.728 1.663 0.0663
H -3.485 -0.785 2.056 0.1039
N 2.104 1.514 3.884 0.1566
C 2.367 2.863 3.739 -0.6488
N 3.389 3.173 2.855 0.1494
O 1.785 3.754 4.391 -0.0425
H 1.257 1.436 4.443 0.1074
H 2.518 0.918 3.190 0.0326
H 4.002 2.480 2.470 0.0724
H 3.556 4.147 2.713 0.0862
N 5.022 -1.678 1.168 0.1438
C 4.116 -0.622 1.233 -0.5680
N 3.328 -0.450 0.102 0.1788
O 3.901 -0.017 2.325 -0.0402
H 4.968 -2.381 0.461 0.0826
H 5.444 -1.920 2.046 0.0993
H 2.654 0.305 -0.045 0.0669
H 3.497 -1.048 -0.685 0.0815
N -5.437 -0.563 -2.728 0.1624
C -5.232 0.616 -2.042 -0.6681
N -4.256 0.575 -1.036 0.1401
O -5.869 1.655 -2.217 0.0115
H -4.805 -1.334 -2.635 0.0881
H -6.228 -0.591 -3.344 0.1051
H -3.437 -0.005 -1.045 0.0632
H -4.359 1.371 -0.440 0.0733
N -2.566 1.109 -3.883 0.1737
C -1.744 0.018 -3.696 -0.6225
N -0.529 0.062 -4.327 0.1629
O -2.140 -0.982 -3.043 -0.0410
H -2.309 1.894 -4.447 0.0977
H -3.475 1.059 -3.475 0.0547
H -0.172 0.822 -4.868 0.0871
H 0.165 -0.689 -4.179 0.0645
C -0.579 0.388 0.398 -0.0699
C 0.229 0.916 -0.781 -0.2856
O 1.366 1.673 -0.311 -0.1123
H 0.065 -0.085 1.137 0.0790
H -1.291 -0.362 0.039 0.0613
H -1.095 1.227 0.865 0.0550
H -0.405 1.593 -1.367 0.0976
H 0.518 0.101 -1.445 0.0991
H 1.068 2.582 -0.139 0.0513
```

Computed properties:
SMILES string   COC[C@H](C)N.NC(N)=O.NC(N)=O.NC(N)=O.NC(N)=O.NC(N)=O.NC(N)=O.NC(N)=O.NC(N)=O.CCO
Gap between HOMO and LUMO   9.14 eV
Highest occupied orbital energy   -9.07 eV
E_tot   -2246.38928 Ha
LUMO level   0.1 eV